{"formula": "C7H7N3O2", "method": "the ωB97M-V functional and the def2-TZVPD basis", "gap_ev": [8.3, 8.2], "total_energy_ev": -15929.56758, "homo_energy_ev": [-9.7, -9.1], "elements": ["C", "C", "C", "C", "C", "C", "C", "N", "N", "N", "O", "O", "H", "H", "H", "H", "H", "H", "H"], "positions_angstrom": [[1.654, 0.001, 0.179], [1.668, 0.630, 1.429], [0.498, -0.141, -0.514], [0.421, 1.002, 1.974], [-0.723, 0.215, -0.010], [-0.733, 0.731, 1.221], [-2.048, 0.003, -0.776], [-2.032, 0.782, -1.968], [-2.102, 2.084, -1.872], [-1.749, 2.725, -3.013], [-1.815, 3.915, -2.974], [-1.308, 2.023, -3.926], [2.603, -0.510, -0.024], [2.622, 1.000, 1.831], [0.385, -0.702, -1.457], [0.338, 1.353, 2.893], [-2.232, -1.051, -1.049], [-2.874, 0.394, -0.093], [-1.286, 0.408, -2.706]], "mulliken_charge": [-0.553, -0.394, -0.207, -0.742, 1.015, -0.288, -0.849, 0.222, -0.595, 1.177, -0.597, -0.686, 0.318, 0.359, 0.250, 0.531, 0.326, 0.356, 0.357]}